#P
Formula: C4H14N2O2
Source: the OMol25 dataset
Level of theory: ωB97M-V with the def2-TZVPD basis set

Output
orbital gap	9.252	eV
SMILES	NCCCNCO.O
charge	0
highest occupied orbital energy	-8.55	eV
LUMO energy	0.0257	hartree

Last column: Löwdin charge in e.
CARTESIAN COORDINATES (ANGSTROEM)
1 O -0.3458 1.7702 -2.3096  -0.076
2 O -0.3704 2.1126 0.4873  -0.124
3 N 0.4062 -2.1577 -2.1938  -0.008
4 N 0.0436 0.3275 2.1179  -0.057
5 C -0.0331 -0.9408 1.3871  -0.213
6 C 0.5622 -0.8867 -0.0109  -0.179
7 C -0.6784 1.4745 1.8208  -0.237
8 C 0.5920 -2.2335 -0.7683  -0.292
9 H -1.7297 1.1905 1.7383  0.122
10 H 0.9452 0.4682 2.5150  0.109
11 H -0.7785 2.9843 0.5130  0.069
12 H 1.1218 -1.6356 -2.6655  0.068
13 H 1.6260 -2.5725 -0.6113  0.106
14 H 1.5610 -0.4760 0.1440  0.115
15 H -0.5325 -2.0399 -2.5285  0.064
16 H -0.4118 2.7209 -2.1776  0.025
17 H 0.5192 -1.6274 2.0327  0.119
18 H 0.0763 -0.1480 -0.6352  0.070
19 H 0.0411 -3.0581 -0.3148  0.108
20 H -0.5746 1.4589 -1.4261  -0.021
21 H -0.4495 2.2975 2.4879  0.119
22 H -1.0330 -1.3473 1.4457  0.113

---

#Q
Formula: C4H14N2O2
Source: the OMol25 dataset
Level of theory: ωB97M-V with the def2-TZVPD basis set

Output
orbital gap	9.758	eV
SMILES	NCC[C@H](N)CO.O
charge	0
highest occupied orbital energy	-9.22	eV
LUMO energy	0.0197	hartree

Last column: Löwdin charge in e.
CARTESIAN COORDINATES (ANGSTROEM)
1 O -2.0600 1.0082 2.3844  -0.080
2 O -1.8170 -2.7019 -2.2591  -0.031
3 N -1.3300 -0.5942 0.2861  0.054
4 N 3.0243 0.2986 0.5061  0.005
5 C -0.9648 1.4658 1.4913  -0.201
6 C 0.7013 0.8165 -0.5479  -0.189
7 C -0.2432 0.4118 0.6202  -0.363
8 C 2.0137 -0.0274 -0.6264  -0.251
9 H 0.4642 -0.0988 1.3484  0.135
10 H 2.6973 0.9747 1.1366  0.024
11 H -1.3139 2.3553 0.9201  0.112
12 H -0.1143 1.8927 2.1058  0.122
13 H 3.2266 -0.5796 0.9275  0.039
14 H 2.5485 0.1968 -1.6034  0.104
15 H -1.0419 -1.3006 -0.3448  0.029
16 H -2.5976 0.3707 1.9342  0.041
17 H -2.7082 -3.0963 -2.4527  0.077
18 H -2.0412 -0.1757 -0.1892  0.027
19 H 0.1396 0.7900 -1.5191  0.108
20 H -1.2752 -2.8880 -2.9585  -0.022
21 H 1.0070 1.9861 -0.4877  0.148
22 H 1.6848 -1.1048 -0.6720  0.110

---

#R
Formula: C4H14N2O2
Source: the OMol25 dataset
Level of theory: ωB97M-V with the def2-TZVPD basis set

Output
orbital gap	8.991	eV
SMILES	NCCNCCO.O
charge	0
highest occupied orbital energy	-8.53	eV
LUMO energy	0.0170	hartree

Last column: Löwdin charge in e.
CARTESIAN COORDINATES (ANGSTROEM)
1 O -0.7165 -2.1715 1.6596  -0.055
2 O 2.7930 -1.0601 -0.3829  -0.074
3 N 0.3182 1.1519 -0.0130  -0.084
4 N -2.2121 -0.0367 0.8451  -0.014
5 C -1.0014 1.7596 -0.2415  -0.240
6 C -2.1800 0.8081 -0.3412  -0.273
7 C 0.7397 0.1531 -1.0104  -0.216
8 C 2.2831 0.0983 -1.0572  -0.263
9 H 3.0589 -0.6316 0.4376  0.076
10 H 0.4059 0.3506 -2.0309  0.112
11 H 0.4398 -0.8936 -0.7664  0.118
12 H 2.7158 0.1762 -2.0675  0.108
13 H -1.9209 -0.9899 0.7741  0.009
14 H -3.1210 1.3481 -0.3687  0.089
15 H 0.3090 0.5893 0.8303  0.084
16 H -1.6917 0.3064 1.6419  0.055
17 H -2.1860 0.2089 -1.2797  0.117
18 H -1.1649 -2.8680 2.1473  0.056
19 H 2.6677 1.0596 -0.6953  0.110
20 H 0.1989 -2.1348 1.9673  0.056
21 H -0.8912 2.3130 -1.1909  0.114
22 H -1.0292 2.4587 0.6103  0.116

---

The most stable of them is #P.

---

#P
Formula: C3H6N2O3
Source: the OMol25 dataset
Level of theory: ωB97M-V with the def2-TZVPD basis set

Output
orbital gap	10.385	eV
charge	0
highest occupied orbital energy	-9.82	eV
LUMO energy	0.0207	hartree

Last column: Löwdin charge in e.
CARTESIAN COORDINATES (ANGSTROEM)
1 O 0.1773 -0.5587 -0.7905  0.048
2 O 0.0287 1.6977 -0.9646  -0.126
3 O -0.2309 0.9073 1.0620  0.140
4 N 1.0381 -1.9508 0.6863  0.126
5 N -1.2539 -2.2998 0.2514  0.109
6 C -0.0484 -1.6586 0.1495  -0.569
7 C 0.4395 2.9638 -0.3659  -0.086
8 C -0.0260 0.7037 -0.0581  -0.567
9 H 1.1072 -2.7114 1.5346  0.135
10 H 1.4626 3.2226 -1.1966  0.160
11 H -1.2776 -3.4567 0.2968  0.196
12 H 0.7695 2.7934 1.0811  0.223
13 H -1.8451 -2.0324 -0.5019  0.068
14 H -0.6986 3.5145 -0.5864  0.143

---

#Q
Formula: C3H6N2O3
Source: the OMol25 dataset
Level of theory: ωB97M-V with the def2-TZVPD basis set

Output
orbital gap (spin up / spin down)	9.065 / 7.538	eV
charge	0
highest occupied orbital energy (spin up / spin down)	-8.60 / -8.50	eV
LUMO energy (spin up / spin down)	0.0172 / -0.0353	hartree

Last column: Löwdin charge in e.
CARTESIAN COORDINATES (ANGSTROEM)
1 O 1.2932 -0.7183 1.8256  -0.040
2 O 1.8110 -1.1101 -0.3224  -0.069
3 O -2.0384 -1.0732 3.5251  -0.027
4 N 1.0320 -0.4646 0.4448  -0.459
5 N -1.0694 -0.4513 3.4471  0.065
6 C -0.2958 -0.0975 0.2668  -0.175
7 C -1.1151 -0.2311 -0.9285  -0.068
8 C 0.7099 0.9804 0.2527  0.025
9 H -0.5252 -0.0268 -1.8103  0.075
10 H 0.9090 1.5635 -0.6264  0.125
11 H -2.1055 0.4142 -1.0105  0.126
12 H 0.9450 1.3977 1.2483  0.129
13 H 1.8532 -1.6220 1.8885  0.193
14 H -1.5782 -1.2799 -0.9758  0.101

---

#R
Formula: C3H6N2O3
Source: the OMol25 dataset
Level of theory: ωB97M-V with the def2-TZVPD basis set

Output
orbital gap	10.275	eV
SMILES	[H]/N=C(\N)[C@H](O)C(=O)O
charge	0
highest occupied orbital energy	-9.74	eV
LUMO energy	0.0198	hartree

Last column: Löwdin charge in e.
CARTESIAN COORDINATES (ANGSTROEM)
1 O 0.3254 -1.8684 -0.4485  -0.078
2 O 1.7828 1.2942 -0.5132  0.027
3 O 2.1415 -0.5594 0.8978  0.097
4 N -0.7157 1.6568 0.0488  0.067
5 N -1.9101 -0.5978 0.3404  0.095
6 C 1.5213 0.1293 -0.0937  -0.404
7 C 0.2608 -0.5291 -0.6814  -0.309
8 C -0.9240 0.2471 0.0350  -0.360
9 H 1.5970 -1.3817 1.2837  0.201
10 H 0.3486 -0.4348 -1.7358  0.149
11 H -1.4095 2.4134 0.4779  0.150
12 H -0.7061 -2.2761 -0.4089  0.203
13 H 0.3807 1.9230 0.1856  0.126
14 H -2.6927 -0.0165 0.6122  0.035

---

#S
Formula: C3H6N2O3
Source: the OMol25 dataset
Level of theory: ωB97M-V with the def2-TZVPD basis set

Output
orbital gap	9.054	eV
SMILES	NC(=O)N/C(O)=C/O
charge	0
highest occupied orbital energy	-8.47	eV
LUMO energy	0.0216	hartree

Last column: Löwdin charge in e.
CARTESIAN COORDINATES (ANGSTROEM)
1 O -1.7931 0.5544 -0.6628  0.042
2 O 0.3241 1.8420 -1.9066  0.025
3 O 1.3454 -2.0060 1.3208  0.072
4 N 0.5577 0.0657 1.8453  0.177
5 N -0.4152 -1.1994 0.0472  0.114
6 C 0.4780 0.6673 -1.2431  -0.134
7 C -0.5406 -0.0301 -0.7060  -0.410
8 C 0.6579 -1.0544 1.0738  -0.563
9 H 0.1277 0.8852 1.4718  0.095
10 H -2.3879 -0.0842 -0.2623  0.105
11 H -0.3139 -2.0674 -0.4631  0.135
12 H 1.4823 0.2826 -1.3073  0.133
13 H -0.6121 2.0767 -1.9029  0.098
14 H 1.0895 0.0675 2.6952  0.112

---

The most stable of them is #S.

---

#P
Formula: C3H6N2O3
Source: the OMol25 dataset
Level of theory: ωB97M-V with the def2-TZVPD basis set

Output
orbital gap	9.960	eV
SMILES	N/C(CC(=O)O)=N\O
charge	0
highest occupied orbital energy	-9.53	eV
LUMO energy	0.0160	hartree

Last column: Löwdin charge in e.
CARTESIAN COORDINATES (ANGSTROEM)
1 O -1.7970 -1.5348 -0.2110  0.075
2 O 1.9843 -1.2111 -0.1414  -0.093
3 O -3.1654 0.1253 -0.0800  0.092
4 N 0.5800 -0.9896 0.3289  0.050
5 N 1.5580 0.9827 -0.2266  0.116
6 C -2.0193 -0.2192 -0.1046  -0.524
7 C -0.8769 0.8130 0.1707  -0.023
8 C 0.4337 0.2834 0.0753  -0.451
9 H 2.0680 -2.0940 0.2138  0.082
10 H -0.7887 -1.6916 -0.0557  0.077
11 H 1.5618 2.0917 -0.2641  0.172
12 H -0.9145 1.6912 -0.5594  0.162
13 H 2.5293 0.6533 -0.3489  0.114
14 H -1.1534 1.0998 1.2029  0.152

---

#Q
Formula: C3H6N2O3
Source: the OMol25 dataset
Level of theory: ωB97M-V with the def2-TZVPD basis set

Output
orbital gap	9.966	eV
SMILES	C/C=[N+](\[O-])O.N=C=O
charge	0
highest occupied orbital energy	-9.29	eV
LUMO energy	0.0248	hartree

Last column: Löwdin charge in e.
CARTESIAN COORDINATES (ANGSTROEM)
1 O 1.3708 -0.0131 -0.1019  -0.029
2 O 0.1829 -1.8234 -0.8623  0.070
3 O 0.3506 -0.0030 -3.5048  0.126
4 N 0.4253 -0.7999 0.1161  -0.310
5 N 0.1179 2.0453 -2.3274  0.180
6 C -0.4064 0.1726 2.2378  -0.081
7 C -0.3945 -0.8420 1.1313  -0.092
8 C 0.2646 0.9593 -2.8167  -0.410
9 H -1.4263 0.2226 2.7661  0.091
10 H 0.7017 -1.5890 -1.5967  0.057
11 H -0.0279 2.1338 -1.3067  0.099
12 H 0.1180 -0.1289 3.1727  0.078
13 H -1.1474 -1.5954 1.1410  0.118
14 H -0.1293 1.2611 1.9514  0.105

---

The most stable of them is #P.

---

#P
Formula: C4H8N3
Source: the OMol25 dataset
Level of theory: ωB97M-V with the def2-TZVPD basis set

Output
orbital gap	9.678	eV
SMILES	[H]/N=C1/CNC=[NH+]C1
charge	+1
highest occupied orbital energy	-13.40	eV
LUMO energy	-0.1369	hartree

Last column: Löwdin charge in e.
CARTESIAN COORDINATES (ANGSTROEM)
1 N 1.2989 1.0959 1.6738  0.164
2 N 0.0715 -1.5466 -0.2853  0.070
3 N -1.3912 0.2680 -0.7939  0.054
4 C -0.6845 1.3313 -0.0974  0.006
5 C 0.7821 0.5646 0.6981  -0.245
6 C 1.1375 -0.8307 0.2660  -0.136
7 C -1.0021 -0.9898 -0.8251  -0.056
8 H 1.3463 -1.5045 1.0976  0.145
9 H 0.3242 -2.4268 -0.6037  0.144
10 H -1.2640 1.5938 0.6995  0.077
11 H -0.3098 2.1455 -0.7268  0.121
12 H 1.4137 2.1177 1.7595  0.107
13 H -1.7837 -1.7291 -1.2164  0.196
14 H -2.1131 0.6107 -1.4198  0.170
15 H 2.1742 -0.7000 -0.2259  0.181

---

#Q
Formula: C4H8N3
Source: the OMol25 dataset
Level of theory: ωB97M-V with the def2-TZVPD basis set

Output
orbital gap	8.552	eV
SMILES	C=C/N=N/C(C)=[NH2+]
charge	+1
highest occupied orbital energy	-14.10	eV
LUMO energy	-0.2039	hartree

Last column: Löwdin charge in e.
CARTESIAN COORDINATES (ANGSTROEM)
1 N 1.8151 1.0369 -0.7917  0.199
2 N 0.0061 -0.0278 0.0095  0.120
3 N -1.0627 0.5043 0.3907  0.104
4 C -2.1431 0.0520 -0.1957  -0.234
5 C -3.3628 0.3337 0.3328  0.147
6 C 1.3134 0.0393 -0.1234  -0.388
7 C 2.1443 -1.0500 0.4294  -0.007
8 H 2.8356 1.2910 -0.9040  0.179
9 H 1.6290 -1.6919 1.2231  0.116
10 H 2.5696 -1.7848 -0.3376  0.124
11 H -3.5892 0.6466 1.4257  0.127
12 H 3.0533 -0.6612 1.0372  0.128
13 H 1.2107 1.8259 -1.0822  0.153
14 H -2.1848 -0.5313 -1.1630  0.147
15 H -4.2346 0.0175 -0.2507  0.083

---

The most stable of them is #P.

---

#P
Formula: C7H12
Source: the OMol25 dataset
Level of theory: ωB97M-V with the def2-TZVPD basis set

Output
orbital gap	6.096	eV
charge	0
highest occupied orbital energy	-7.18	eV
LUMO energy	-0.0400	hartree

Last column: Löwdin charge in e.
CARTESIAN COORDINATES (ANGSTROEM)
1 C -0.7541 0.6749 0.2982  -0.107
2 C 0.9489 -1.0927 0.9054  -0.270
3 C -2.0849 -0.1755 0.4733  -0.132
4 C 0.3791 0.0768 0.2284  -0.014
5 C -3.6486 1.5164 -0.4013  -0.131
6 C -3.2385 0.4053 0.5216  -0.056
7 C 2.4496 -1.2898 0.5487  -0.108
8 H -1.7955 -1.1965 0.6475  0.080
9 H -3.8999 2.4387 0.1284  0.071
10 H 0.7681 -1.0580 1.9806  0.115
11 H 5.5029 0.3370 -2.5585  0.000
12 H -0.9242 1.7417 0.2938  0.098
13 H 2.4487 -1.0395 -0.5062  0.061
14 H -2.8669 1.7321 -1.1326  0.068
15 H 2.8097 -2.2880 0.7749  0.065
16 H -4.5444 1.1793 -0.9198  0.072
17 H 4.9059 0.6218 -2.8973  0.001
18 H 3.0910 -0.5689 1.0521  0.068
19 H 0.4531 -2.0152 0.5629  0.120

---

#Q
Formula: C7H12
Source: the OMol25 dataset
Level of theory: ωB97M-V with the def2-TZVPD basis set

Output
orbital gap	9.729	eV
SMILES	C/C=C/C=C/CC
charge	0
highest occupied orbital energy	-8.57	eV
LUMO energy	0.0426	hartree

Last column: Löwdin charge in e.
CARTESIAN COORDINATES (ANGSTROEM)
1 C 2.7473 -0.9047 -1.3672  -0.118
2 C 2.6267 -0.0114 -0.1409  -0.255
3 C 0.1112 0.4370 -0.2189  -0.124
4 C -3.5821 0.3104 0.9571  -0.117
5 C -1.1612 0.6785 0.5075  -0.134
6 C 1.2236 0.0605 0.4119  -0.126
7 C -2.2978 0.0517 0.2175  -0.163
8 H 1.0792 -0.1016 1.4793  0.104
9 H 3.7530 -0.9102 -1.7845  0.066
10 H 2.4415 -1.9334 -1.1675  0.074
11 H -2.4136 -0.6101 -0.6363  0.104
12 H -3.4990 1.1576 1.6411  0.069
13 H -1.1022 1.2673 1.4187  0.108
14 H 0.0820 0.4954 -1.3086  0.108
15 H 2.0817 -0.5884 -2.1727  0.064
16 H -3.8549 -0.5112 1.6408  0.074
17 H 2.9110 1.0000 -0.4330  0.106
18 H -4.4335 0.4254 0.2914  0.065
19 H 3.2870 -0.3127 0.6643  0.096

---

The most stable of them is #Q.